# C15H43Br2O17P4Pb

C15H43Br2O17P4Pb as an isolated structure in a non-equilibrium geometry (wB97M-V/def2-TZVPD, OMol25).

Each line ends with the Löwdin spin population.
Atoms and positions in Å:
1 Pb 3.10628 -1.25663 20.56902  -0.01
2 C 5.29652 1.97168 20.79917  0.10
3 O 4.89377 0.59616 20.89386  0.82
4 H 6.37444 2.06933 20.92827  0.03
5 H 5.03064 2.43782 19.85042  0.00
6 H 4.96623 2.62032 21.61051  0.05
7 Br 4.45590 -0.30279 26.20448  0.00
8 C 5.20700 1.08335 25.02836  0.00
9 C 4.89927 2.45502 25.60720  0.00
10 Br 5.88115 3.92907 24.79352  0.00
11 H 5.01721 0.98602 23.95943  0.00
12 H 6.27520 1.04974 25.24266  0.00
13 H 4.88893 2.40158 26.69584  0.00
14 H 3.81615 2.52781 25.50904  0.00
15 C 8.27602 7.70450 24.15794  0.00
16 O 7.95619 6.93344 23.03591  0.00
17 P 7.22001 7.47364 21.66553  0.00
18 O 7.44878 8.88019 21.32507  0.00
19 O 5.66862 7.14987 21.90650  0.00
20 C 4.83170 6.75482 20.86483  0.00
21 O 7.81421 6.44518 20.59295  0.00
22 C 7.47135 5.08616 20.81643  0.00
23 H 7.96467 8.74690 24.09038  0.00
24 H 9.35914 7.82155 24.12227  0.00
25 H 7.98020 7.24989 25.10341  0.00
26 H 5.33922 6.55801 19.92048  0.00
27 H 4.18393 7.57566 20.55707  0.00
28 H 4.26479 5.90826 21.25219  0.00
29 H 8.35269 4.46176 20.96300  0.00
30 H 6.96219 4.77507 19.90424  0.00
31 H 6.74223 4.79506 21.57257  0.00
32 C -0.01256 1.58652 25.43517  0.00
33 O 1.09808 0.95755 24.62085  0.00
34 P 1.11805 1.10522 23.00430  0.00
35 O 2.14440 0.23180 22.43510  0.01
36 O -0.43740 0.79378 22.65255  0.00
37 C -0.80791 -0.54066 22.38169  0.00
38 O 1.24719 2.69363 22.73743  0.00
39 C 2.42343 3.49154 23.07698  0.00
40 H 0.36396 2.20724 26.24820  0.00
41 H -0.58716 0.80716 25.93571  0.00
42 H -0.64295 2.20397 24.79527  0.00
43 H -0.03365 -1.26972 22.62067  0.00
44 H -1.06220 -0.69960 21.33375  0.00
45 H -1.71209 -0.70181 22.96870  0.00
46 H 2.20598 4.13103 23.93247  0.00
47 H 2.71217 3.96102 22.13659  0.00
48 H 3.28452 2.91405 23.41332  0.00
49 C 6.56266 1.03556 17.21570  0.00
50 O 7.58471 0.57865 16.23647  0.00
51 P 8.86710 1.46399 15.69382  0.00
52 O 8.48693 2.64116 14.90092  0.00
53 O 9.84762 1.63799 17.00642  0.00
54 C 11.02616 2.40795 16.84382  0.00
55 O 9.69275 0.44697 14.82008  0.00
56 C 9.20824 -0.13548 13.69281  0.00
57 H 6.00605 0.27424 17.76221  0.00
58 H 5.82351 1.49228 16.55754  0.00
59 H 7.08959 1.61895 17.97075  0.00
60 H 10.86993 3.44934 17.12526  0.00
61 H 11.29684 2.44935 15.78878  0.00
62 H 11.84674 1.98546 17.42370  0.00
63 H 9.66740 -1.07546 13.38667  0.00
64 H 9.41569 0.56938 12.88768  0.00
65 H 8.23259 -0.53085 13.97546  0.00
66 C -0.33455 3.81585 19.42030  0.00
67 O 0.56825 2.70135 19.71601  0.00
68 P 0.87809 1.59027 18.53303  0.00
69 O 1.68465 0.42776 19.06530  0.00
70 O 1.53749 2.61284 17.47254  0.00
71 C 2.72591 3.33957 17.64826  0.00
72 O -0.51284 1.25520 17.85412  0.00
73 C -1.38161 0.34879 18.49829  0.00
74 H 0.26773 4.72353 19.38205  0.00
75 H -0.99754 3.80151 20.28536  0.00
76 H -0.79785 3.67051 18.44443  0.00
77 H 2.45045 4.35262 17.35510  0.00
78 H 3.55845 3.20229 16.95824  0.00
79 H 3.16413 3.08780 18.61401  0.00
80 H -2.34966 0.47958 18.01470  0.00
81 H -1.44415 0.54305 19.56902  0.00
82 H -1.00782 -0.64995 18.27266  0.00

Cartesian forces, eV/Å:
-0.9 2.6 0.3
0.0 -1.1 -1.1
0.1 1.8 0.3
0.4 -0.6 0.1
-0.3 -0.3 0.0
-0.6 -0.4 0.7
-0.1 0.4 -0.8
2.0 0.8 1.3
-2.4 -0.9 0.3
-0.5 -0.7 0.2
-0.3 -0.3 0.3
0.1 -0.9 -0.6
1.3 0.4 0.0
-0.2 1.0 -0.7
1.4 1.5 0.3
-1.9 -0.6 -2.4
1.5 1.5 1.8
0.0 -0.9 0.1
1.3 -0.4 0.5
-0.7 0.4 -0.9
-1.0 0.0 1.2
-0.1 -1.3 -1.3
-0.7 -0.1 0.0
0.2 -0.3 0.4
-0.2 -0.1 -0.3
0.4 -0.6 0.2
-0.4 0.0 0.5
-0.2 -0.1 -0.4
0.2 0.3 0.0
0.3 -0.3 -0.4
0.1 0.9 0.7
0.3 -0.2 -0.4
-0.2 0.5 -0.8
-3.4 3.2 3.9
1.7 -1.8 -1.9
2.6 1.2 -0.7
-0.8 -0.9 -0.1
-0.1 -2.1 0.0
0.2 -0.7 -0.1
0.7 -0.1 -0.4
0.1 -0.2 -0.5
0.0 -0.2 0.0
0.0 0.0 0.4
0.0 0.3 -0.1
0.2 -0.4 0.0
-0.3 0.3 -0.5
-0.2 0.5 0.4
-0.1 -0.5 -0.1
1.4 0.3 -1.7
0.4 -0.1 1.2
0.1 0.0 0.5
-0.1 -0.1 1.0
-2.3 -0.7 -1.2
0.7 0.9 -0.8
1.6 0.3 3.4
-0.9 -1.3 -1.8
0.7 -1.0 -0.4
0.0 0.8 0.6
-0.4 0.6 -0.2
-0.2 -0.1 0.3
0.3 -0.2 0.0
-0.3 -0.2 0.0
1.0 0.1 0.6
-1.2 -0.2 -0.4
-0.8 0.7 -1.1
0.6 -0.4 0.2
0.6 -2.5 -1.0
-0.1 3.8 0.7
0.0 0.1 0.2
-1.2 -3.1 -0.4
0.9 0.7 -0.1
2.2 1.0 -0.1
-0.6 -0.9 -0.2
-0.1 0.0 0.1
-0.3 0.4 -0.5
-0.3 0.0 0.3
0.1 0.4 1.2
-0.4 -1.2 -0.6
-0.2 1.0 0.4
0.0 0.0 0.2
-0.1 0.0 0.0
-0.3 -0.2 0.3

Properties
Spin multiplicity: 2
HOMO level (spin up / spin down), eV: -13.855 / -13.855
<S²>: 0.7549
Net charge: +2
Kohn-Sham gap (spin up / spin down), eV: 5.24 / 4.03

# C48H67N2NiOP2Si3

C48H67N2NiOP2Si3 as an isolated structure in a non-equilibrium geometry (wB97M-V/def2-TZVPD, OMol25).

Each line ends with the Löwdin spin population.
Atoms and positions in Å:
1 Ni -0.45942 -0.57876 -0.61357  0.87
2 C -1.66117 4.77861 2.46952  0.00
3 Si -0.39003 3.78990 1.45184  0.00
4 C 1.31393 3.93527 2.24437  0.00
5 C -0.19766 4.95712 -0.01619  0.00
6 N -0.72577 2.06276 1.19508  0.01
7 C -0.44868 1.31796 2.34740  0.00
8 C -0.71037 1.92742 3.60418  0.00
9 C -0.16039 1.54286 4.81097  0.00
10 C 0.67079 0.43808 4.85181  0.00
11 C 0.75670 -0.31449 3.69550  0.00
12 C 0.15452 0.01377 2.47890  0.00
13 N 0.06026 -1.06313 1.51003  0.04
14 Si -1.75639 -1.69528 1.92401  0.06
15 C -3.34273 -0.89674 2.60968  0.02
16 C -2.22606 -3.27215 0.98261  0.01
17 C -1.32814 -2.39149 3.68347  0.00
18 H -1.93820 5.68554 1.92740  0.00
19 H -2.58132 4.22921 2.66342  0.00
20 H -1.23707 5.07998 3.43255  0.00
21 H 1.52228 4.98543 2.47225  0.00
22 H 2.06571 3.59971 1.52263  0.00
23 H 1.43605 3.35481 3.15774  0.00
24 H -0.03792 5.92107 0.47901  0.00
25 H -1.08431 5.05024 -0.63782  0.00
26 H 0.66109 4.75499 -0.65733  0.00
27 H -1.35487 2.79196 3.60741  0.00
28 H -0.37788 2.11691 5.70424  0.00
29 H 1.16052 0.11632 5.76195  0.00
30 H 1.26838 -1.26609 3.74180  0.00
31 H -4.08902 -0.69166 1.84247  0.00
32 H -3.10198 0.03317 3.13213  0.00
33 H -3.76147 -1.58795 3.34876  0.00
34 H -2.32144 -4.10304 1.68394  0.00
35 H -1.52247 -3.57029 0.20402  0.00
36 H -3.18348 -3.10560 0.49080  0.00
37 H -1.99404 -3.24411 3.86189  0.00
38 H -1.54946 -1.64273 4.44835  0.00
39 H -0.31102 -2.72255 3.85446  0.00
40 C -1.70912 0.48362 -3.45837  0.00
41 C -2.52034 1.14635 -2.33832  0.01
42 P -1.59002 1.49746 -0.64855  0.12
43 C -0.32851 2.60273 -1.55686  0.03
44 C 0.99524 2.52945 -1.13712  0.00
45 C 2.03491 3.12557 -1.83189  0.00
46 C 1.77399 3.83499 -2.99586  0.00
47 C 0.46329 3.93398 -3.43637  0.00
48 C -0.56713 3.32479 -2.72736  0.01
49 C -3.02060 2.61001 -0.15388  0.03
50 C -3.78217 2.24394 0.95518  0.01
51 C -4.92061 2.94539 1.31725  0.00
52 C -5.31334 4.06367 0.59232  0.00
53 C -4.55483 4.45777 -0.49806  0.00
54 C -3.43062 3.72798 -0.87230  0.01
55 P -0.31621 -0.57564 -2.84483  0.02
56 C -0.66627 -2.22407 -3.57618  0.01
57 C -1.84106 -2.85720 -3.16052  0.00
58 C -2.14954 -4.13041 -3.61294  0.00
59 C -1.28421 -4.79712 -4.47290  0.00
60 C -0.10900 -4.18217 -4.87465  0.00
61 C 0.19968 -2.90162 -4.42736  0.00
62 C 1.11998 -0.04731 -3.85436  0.01
63 C 0.99058 0.35506 -5.18289  0.00
64 C 2.10631 0.69860 -5.93084  0.00
65 C 3.37297 0.63502 -5.36253  0.00
66 C 3.51577 0.23197 -4.04431  0.00
67 C 2.39216 -0.09957 -3.29804  0.00
68 H -1.25608 1.23704 -4.10209  0.00
69 H -2.34034 -0.14642 -4.09019  0.00
70 H -3.35843 0.50596 -2.07626  0.00
71 H -2.95648 2.06864 -2.72139  0.00
72 H 1.18639 2.01213 -0.21553  0.00
73 H 3.04990 3.03414 -1.46126  0.00
74 H 2.57827 4.29964 -3.55332  0.00
75 H 0.23567 4.47780 -4.34614  0.00
76 H -1.56725 3.40763 -3.12774  0.00
77 H -3.46523 1.39145 1.53790  0.01
78 H -5.49250 2.62454 2.18013  0.00
79 H -6.19751 4.62185 0.87524  0.00
80 H -4.83671 5.33389 -1.07028  0.00
81 H -2.86375 4.06593 -1.72832  0.00
82 H -2.49639 -2.35468 -2.45514  0.00
83 H -3.06117 -4.60950 -3.27812  0.00
84 H -1.52287 -5.79455 -4.82096  0.00
85 H 0.57622 -4.69764 -5.53653  0.00
86 H 1.12509 -2.43607 -4.74459  0.00
87 H 0.00989 0.39370 -5.64166  0.00
88 H 1.98798 1.01623 -6.95945  0.00
89 H 4.24394 0.90391 -5.94746  0.00
90 H 4.49714 0.18790 -3.58819  0.00
91 H 2.50162 -0.38965 -2.26197  0.00
92 O -2.98234 -1.05127 -0.68383  0.29
93 C -2.35969 -0.39613 0.14630  0.37
94 C 1.02375 -3.00617 -0.37588  0.02
95 Si 1.42990 -2.20199 1.29781  0.01
96 C 3.11232 -1.24111 1.14559  0.00
97 C 3.90117 -1.04315 2.44762  0.00
98 C 2.82150 0.13659 0.56484  0.00
99 C 4.07222 -1.92093 0.14774  0.00
100 C 1.70616 -3.75850 2.43408  0.00
101 C 2.04672 -3.53766 3.92005  0.00
102 C 2.91361 -4.50384 1.82963  0.00
103 C 0.51851 -4.73068 2.36665  0.00
104 H 0.98890 -4.09597 -0.35418  0.00
105 H 1.70365 -2.71710 -1.17644  0.00
106 H 0.01570 -2.70776 -0.69335  0.01
107 H 3.32620 -0.52244 3.21204  0.00
108 H 4.78228 -0.42729 2.22833  0.00
109 H 4.26409 -1.98393 2.86376  0.00
110 H 2.18314 0.74267 1.20698  0.00
111 H 2.33255 0.04588 -0.40225  0.00
112 H 3.76538 0.67797 0.41522  0.00
113 H 4.47280 -2.86662 0.50760  0.00
114 H 4.92369 -1.24909 -0.01625  0.00
115 H 3.61825 -2.10505 -0.82574  0.00
116 H 2.76220 -2.73462 4.08814  0.00
117 H 2.49372 -4.45764 4.31687  0.00
118 H 1.16756 -3.33165 4.52707  0.00
119 H 3.85819 -4.02203 2.08148  0.00
120 H 2.86272 -4.60625 0.74365  0.00
121 H 2.94245 -5.51414 2.25387  0.00
122 H -0.40424 -4.29803 2.74382  0.00
123 H 0.75213 -5.61015 2.97985  0.00
124 H 0.32864 -5.08601 1.35303  0.00

Cartesian forces, eV/Å:
0.6 0.3 0.3
0.0 0.0 0.0
-0.1 -0.2 0.0
0.1 0.0 0.1
0.0 0.1 0.0
0.2 0.2 0.3
-0.1 0.0 -0.1
0.0 0.0 0.0
0.0 0.0 0.0
0.0 0.0 0.0
0.0 0.0 -0.1
0.0 -0.1 0.0
-0.1 0.1 -0.2
0.3 -0.1 0.1
-0.1 0.0 0.0
0.0 0.0 -0.1
0.0 0.1 0.0
0.0 0.0 0.0
-0.1 -0.1 0.0
0.0 0.0 0.0
0.0 0.0 0.0
0.0 0.0 0.0
0.0 0.0 0.0
0.0 0.1 0.0
-0.1 0.0 0.0
-0.2 0.3 0.2
0.0 0.0 0.0
0.0 0.0 0.0
0.0 0.0 0.0
0.0 0.1 0.0
0.0 0.0 0.0
0.0 0.0 0.0
0.0 0.0 0.0
0.0 0.0 0.0
-0.1 0.0 0.1
0.0 0.0 0.0
0.0 0.0 0.0
0.0 0.0 0.0
-0.2 0.1 0.0
0.0 0.0 0.1
0.0 0.0 0.1
0.2 0.5 -1.3
-0.1 -0.2 -0.1
0.2 -0.3 -0.2
0.0 -0.2 -0.1
0.0 0.0 0.0
0.0 0.0 0.0
0.1 -0.1 -0.1
0.1 -0.3 0.3
0.0 0.0 0.0
0.0 0.0 0.0
0.0 0.0 0.0
0.0 0.0 0.0
0.1 0.1 0.0
0.0 -0.1 0.1
-0.1 0.1 0.1
0.0 0.0 0.0
0.0 0.0 0.0
0.0 0.0 0.0
0.0 0.0 0.0
0.0 0.0 0.0
0.0 0.0 0.0
0.0 0.0 0.0
0.0 0.0 0.0
0.0 0.0 0.0
0.0 0.0 0.0
0.0 0.0 0.0
0.0 0.0 0.0
0.0 0.0 0.0
0.0 0.0 0.0
0.0 0.0 0.0
0.1 -0.2 0.2
0.0 0.0 0.0
0.0 0.0 0.0
0.0 0.0 0.0
0.0 0.0 0.0
0.0 0.0 0.0
0.0 0.0 0.0
0.0 0.0 0.0
0.0 0.0 0.0
0.0 0.0 0.0
0.0 0.0 0.0
0.0 0.0 0.0
0.0 0.0 0.0
0.0 0.0 0.0
0.0 0.0 0.0
0.0 0.0 0.0
0.0 0.0 0.0
0.0 0.0 0.0
0.0 0.0 0.0
0.0 0.0 0.0
0.0 0.3 0.2
-0.8 -0.9 0.1
-0.2 0.2 -0.1
-0.1 -0.1 -0.1
0.0 -0.1 0.0
0.0 0.0 0.0
0.0 0.2 0.0
0.0 0.0 0.0
0.0 0.1 0.1
0.1 -0.1 0.0
0.0 0.0 0.0
0.0 -0.1 0.0
0.1 0.0 0.1
0.0 0.0 0.0
0.1 0.0 -0.1
0.0 0.0 0.0
0.0 0.0 0.0
0.0 0.0 0.0
0.0 0.0 0.1
-0.1 0.1 -0.1
0.0 0.0 0.0
0.0 0.0 0.0
0.0 0.0 0.0
0.0 0.0 0.0
0.0 0.0 0.0
0.0 0.0 0.0
0.1 0.0 0.0
0.0 0.0 0.0
0.0 0.0 0.0
0.0 0.0 0.0
0.1 -0.1 -0.1
0.0 0.0 0.0
0.0 0.0 0.0

Properties
Spin multiplicity: 3
HOMO level (spin up / spin down), eV: -2.283 / -4.111
<S²>: 2.0127
Net charge: -1
Kohn-Sham gap (spin up / spin down), eV: 4.71 / 6.54

Energy relative to the best compared isomer or geometry (same formula, charge and spin) per entry: 0.000; 0.000 eV